Entry 1:
{"formula": "C32H35IrN4OPS3", "method": "ωB97M-V/def2-TZVPD", "elements": ["Ir", "C", "C", "N", "C", "C", "S", "C", "C", "S", "C", "N", "C", "H", "H", "H", "H", "H", "H", "H", "H", "C", "P", "C", "C", "C", "C", "C", "C", "C", "C", "C", "C", "C", "C", "H", "H", "H", "H", "H", "H", "H", "H", "H", "H", "H", "H", "H", "C", "C", "C", "N", "C", "S", "N", "C", "O", "C", "C", "C", "C", "C", "C", "H", "H", "H", "H", "H", "H", "H", "H", "H", "H", "H", "H", "H", "H"], "xyz": [[-0.218, 1.116, 1.301], [2.992, 2.388, 2.334], [1.708, 2.816, 2.957], [0.470, 2.436, 2.634], [-0.504, 3.050, 3.439], [0.018, 3.858, 4.385], [1.717, 3.892, 4.265], [-1.883, 2.736, 3.085], [-3.077, 3.148, 3.571], [-4.347, 2.422, 2.682], [-3.244, 1.613, 1.677], [-1.993, 1.865, 2.011], [-3.638, 0.705, 0.569], [2.834, 1.792, 1.442], [3.579, 1.806, 3.045], [3.579, 3.268, 2.065], [-0.500, 4.441, 5.130], [-3.284, 3.810, 4.396], [-4.343, 1.193, -0.105], [-4.091, -0.211, 0.952], [-2.761, 0.426, -0.019], [1.076, 3.761, -0.294], [-0.101, 2.422, -0.540], [0.442, 1.288, -1.799], [1.757, 1.315, -2.269], [2.173, 0.370, -3.191], [1.289, -0.608, -3.635], [-0.019, -0.646, -3.164], [-0.444, 0.298, -2.243], [-1.662, 3.178, -1.010], [-2.239, 4.117, -0.145], [-3.378, 4.804, -0.522], [-3.953, 4.562, -1.767], [-3.375, 3.653, -2.638], [-2.225, 2.968, -2.271], [1.188, 4.283, -1.248], [2.044, 3.401, 0.039], [0.665, 4.461, 0.433], [2.453, 2.077, -1.943], [3.181, 0.405, -3.580], [1.616, -1.333, -4.369], [-0.712, -1.389, -3.535], [-1.477, 0.285, -1.911], [-1.787, 4.340, 0.814], [-3.811, 5.542, 0.140], [-4.840, 5.106, -2.064], [-3.806, 3.489, -3.617], [-1.765, 2.293, -2.979], [4.089, -3.740, -0.796], [4.092, -2.703, 0.318], [3.063, -2.989, 1.403], [1.674, -2.920, 0.897], [0.961, -1.845, 0.724], [1.646, -0.308, 1.217], [-0.295, -1.890, 0.211], [-1.281, -2.948, 0.037], [-2.416, -2.585, 0.180], [-0.832, -4.294, -0.343], [-1.548, -5.386, 0.149], [-1.187, -6.664, -0.245], [-0.144, -6.846, -1.145], [0.550, -5.755, -1.659], [0.212, -4.474, -1.256], [4.872, -3.534, -1.523], [3.138, -3.750, -1.336], [4.262, -4.743, -0.404], [3.926, -1.701, -0.088], [5.067, -2.678, 0.810], [3.145, -2.312, 2.253], [3.172, -4.004, 1.784], [1.251, -3.796, 0.600], [-0.820, -1.028, 0.248], [-2.372, -5.227, 0.830], [-1.724, -7.520, 0.140], [0.124, -7.845, -1.459], [1.341, -5.908, -2.380], [0.731, -3.617, -1.672]], "mulliken_charge": [1.2932, -1.3825, 0.6122, 0.0295, -0.0683, -0.3791, -0.0711, -0.2460, -0.2996, -0.0778, 0.4572, 0.0457, -0.9598, 0.1891, 0.4098, 0.4741, 0.4886, 0.5122, 0.4077, 0.4333, -0.1031, -1.4765, 1.7207, 0.6857, -0.8970, -0.8465, -0.7359, -0.9185, -0.4647, 0.7941, -0.5536, -0.8329, -0.6231, -0.8620, -0.3068, 0.5587, 0.3908, 0.4112, 0.4146, 0.4872, 0.5144, 0.5549, 0.4088, 0.3393, 0.4848, 0.4699, 0.4797, 0.5296, -1.1132, 0.0500, -1.2338, 0.0701, 0.8956, -0.3874, 0.4755, 0.3244, -0.5177, 0.3429, -0.5567, -0.6822, -0.5360, -0.6732, -0.1627, 0.4039, 0.1379, 0.3416, 0.1096, 0.4325, 0.4050, 0.4696, 0.2335, -0.8089, 0.4772, 0.4390, 0.4344, 0.4834, 0.6533], "homo_energy_ev": -16.55, "mol_weight_g_mol": 811.05, "e_lumo_ha": -0.3837, "e_tot_ev": -86371.247, "charge": 3}


Entry 2:
{"formula": "C32H35IrN6O4PS", "method": "ωB97M-V/def2-TZVPD", "elements": ["Ir", "C", "C", "C", "C", "C", "C", "P", "C", "C", "C", "C", "C", "C", "C", "C", "C", "C", "C", "C", "H", "H", "H", "H", "H", "H", "H", "H", "H", "H", "H", "H", "H", "H", "N", "C", "C", "C", "N", "H", "H", "H", "H", "H", "H", "H", "H", "H", "H", "O", "S", "O", "N", "C", "O", "C", "C", "C", "C", "C", "C", "H", "H", "H", "H", "C", "N", "C", "C", "O", "N", "C", "N", "H", "H", "H", "H", "H", "H", "H"], "xyz": [[0.833, -1.119, -0.303], [-2.951, 3.484, 5.735], [-3.722, 2.609, 4.981], [-3.208, 2.049, 3.823], [-1.908, 2.357, 3.410], [-1.154, 3.273, 4.150], [-1.669, 3.808, 5.317], [-1.102, 1.486, 2.018], [0.314, 2.498, 1.556], [0.017, 3.790, 1.113], [1.029, 4.624, 0.685], [2.343, 4.180, 0.705], [2.637, 2.896, 1.140], [1.628, 2.038, 1.539], [-0.732, -0.212, 2.563], [-1.228, -0.552, 3.833], [-1.184, -1.853, 4.281], [-0.682, -2.842, 3.450], [-0.176, -2.506, 2.200], [-0.175, -1.193, 1.723], [-3.352, 3.926, 6.636], [-4.724, 2.367, 5.304], [-3.823, 1.372, 3.247], [-0.160, 3.544, 3.832], [-1.058, 4.476, 5.905], [-1.011, 4.128, 1.100], [0.797, 5.616, 0.331], [3.134, 4.827, 0.362], [3.665, 2.567, 1.173], [1.842, 1.025, 1.852], [-1.635, 0.213, 4.475], [-1.563, -2.092, 5.263], [-0.676, -3.871, 3.774], [0.192, -3.310, 1.574], [2.687, -1.801, 1.258], [4.071, -1.932, 0.791], [4.584, -0.660, 0.122], [4.031, -0.491, -1.288], [2.645, -0.013, -1.303], [2.654, -1.168, 2.054], [2.365, -2.708, 1.586], [4.097, -2.752, 0.073], [4.730, -2.177, 1.631], [5.669, -0.737, 0.055], [4.351, 0.214, 0.734], [4.056, -1.457, -1.790], [4.675, 0.204, -1.843], [2.293, -0.084, -2.255], [2.611, 0.967, -1.029], [-0.257, -1.516, -4.353], [-1.264, -0.934, -3.514], [-2.438, -1.733, -3.295], [-0.594, -0.569, -2.040], [-0.610, 0.725, -1.798], [-0.167, 1.152, -0.706], [-1.117, 1.550, -2.906], [-1.103, 2.931, -3.015], [-1.560, 3.493, -4.199], [-2.049, 2.701, -5.229], [-2.072, 1.314, -5.115], [-1.582, 0.767, -3.955], [-0.730, 3.535, -2.201], [-1.524, 4.563, -4.327], [-2.408, 3.166, -6.134], [-2.454, 0.693, -5.907], [-1.913, -4.963, -3.723], [-0.962, -4.339, -2.841], [0.435, -4.167, -3.165], [0.892, -3.323, -1.998], [1.986, -2.817, -1.772], [-0.148, -3.128, -1.161], [-1.244, -3.669, -1.728], [-2.447, -3.614, -1.164], [-1.372, -5.519, -4.483], [-2.532, -4.203, -4.206], [-2.549, -5.652, -3.167], [0.559, -3.611, -4.102], [0.968, -5.120, -3.232], [-2.536, -3.022, -0.354], [-3.260, -3.698, -1.755]], "mulliken_charge": [2.7471, -0.4797, -0.5871, -0.0372, 0.0332, -0.2244, -0.8164, 0.2582, 0.1224, -0.7111, -0.8347, -0.5242, -0.6363, 0.2281, 0.9281, -0.5525, -0.8510, -0.9695, -0.4989, 0.2513, 0.4149, 0.4287, 0.4412, 0.4041, 0.4188, 0.5283, 0.4882, 0.4423, 0.4701, 0.4145, 0.4526, 0.4556, 0.4549, 0.3569, -0.6578, -0.9325, -0.3728, -0.7449, -0.7828, 0.2751, 0.2564, 0.3878, 0.4715, 0.4143, 0.0985, 0.2900, 0.5170, 0.2915, 0.0938, -0.7147, 1.1016, -0.6395, -0.3523, 0.4077, -0.2108, -0.4449, -0.4031, -0.6561, -0.6481, -0.6591, 0.4322, 0.6319, 0.4510, 0.4293, 0.5245, -1.0413, 0.2033, -0.5075, 0.2125, -0.6141, -0.1240, -0.1087, -0.3418, 0.4002, 0.3372, 0.3827, 0.3582, 0.4987, 0.1949, 0.2781], "homo_energy_ev": [-12.12, -11.98], "mol_weight_g_mol": 822.93, "spin_multiplicity": 2, "e_lumo_ha": [-0.3037, -0.2982], "e_tot_ev": -73828.891, "charge": 2}


Entry 3:
{"formula": "C32H35N11Tl", "method": "ωB97M-V/def2-TZVPD", "elements": ["Tl", "C", "C", "C", "C", "C", "C", "N", "C", "C", "C", "C", "C", "N", "C", "C", "C", "C", "C", "C", "N", "H", "H", "H", "H", "H", "H", "H", "H", "H", "H", "H", "H", "H", "H", "H", "C", "N", "C", "C", "N", "N", "C", "N", "N", "H", "H", "H", "H", "H", "H", "H", "H", "H", "H", "H", "C", "C", "N", "C", "C", "C", "C", "C", "C", "C", "C", "N", "C", "N", "H", "H", "H", "H", "H", "H", "H", "H", "H"], "xyz": [[0.296, -1.226, -0.468], [-1.737, 2.364, 1.889], [-0.717, 1.580, 2.654], [-0.887, 1.487, 4.039], [0.067, 0.825, 4.784], [1.168, 0.308, 4.125], [1.273, 0.455, 2.739], [0.325, 1.060, 2.022], [2.493, -0.025, 2.046], [3.673, -0.210, 2.776], [4.796, -0.697, 2.134], [4.740, -0.915, 0.771], [3.548, -0.656, 0.089], [2.449, -0.254, 0.734], [3.491, -0.764, -1.385], [4.447, -1.464, -2.120], [4.367, -1.444, -3.502], [3.362, -0.719, -4.112], [2.446, -0.044, -3.306], [1.366, 0.783, -3.916], [2.505, -0.092, -1.983], [-1.757, 3.381, 2.282], [-2.727, 1.934, 2.034], [-1.504, 2.390, 0.834], [-1.751, 1.931, 4.510], [-0.022, 0.726, 5.858], [1.938, -0.193, 4.688], [3.723, 0.039, 3.823], [5.704, -0.872, 2.693], [5.621, -1.258, 0.260], [5.230, -2.034, -1.649], [5.087, -1.986, -4.096], [3.276, -0.685, -5.188], [1.477, 0.815, -4.995], [1.405, 1.794, -3.518], [0.393, 0.370, -3.662], [-0.785, -3.178, 5.268], [0.036, -3.315, 4.080], [1.434, -3.558, 4.371], [-0.293, -2.678, 2.903], [0.514, -2.331, 1.982], [-1.657, -2.529, 2.729], [-2.364, -1.729, 1.868], [-3.723, -1.808, 2.095], [-1.829, -0.949, 1.019], [-0.432, -3.894, 6.007], [-1.835, -3.400, 5.084], [-0.713, -2.168, 5.686], [1.487, -4.261, 5.200], [1.962, -2.641, 4.659], [1.933, -4.008, 3.514], [1.491, -2.436, 2.220], [-2.228, -3.092, 3.340], [-4.095, -2.659, 2.486], [-4.316, -1.390, 1.396], [-2.515, -0.412, 0.501], [0.093, 3.478, -1.278], [0.374, 2.153, -0.987], [-0.491, 1.176, -1.238], [-1.643, 1.468, -1.818], [-2.034, 2.769, -2.128], [-1.139, 3.795, -1.825], [-3.378, 3.061, -2.617], [-4.024, 2.537, -3.665], [-3.510, 1.648, -4.694], [-4.374, 1.204, -5.705], [-3.821, 0.431, -6.710], [-2.534, 0.119, -6.722], [-1.809, 0.568, -5.715], [-2.218, 1.306, -4.704], [0.818, 4.244, -1.054], [1.308, 1.841, -0.542], [-2.306, 0.640, -2.035], [-1.411, 4.819, -2.029], [-3.901, 3.804, -2.025], [-5.049, 2.847, -3.827], [-5.422, 1.460, -5.707], [-4.407, 0.057, -7.538], [-0.761, 0.307, -5.728]], "mulliken_charge": [1.0143, -1.6398, 1.0816, -0.8943, -0.9486, -0.8914, 1.2744, 0.2749, -0.1265, -1.0221, -1.1189, -1.0716, 1.0915, 0.6128, 0.4997, -1.1093, -0.6281, -0.9222, 0.7520, -0.8410, 0.1029, 0.5523, 0.3657, 0.1575, 0.4848, 0.5411, 0.2370, 0.5717, 0.4516, 0.3404, 0.3457, 0.4451, 0.3898, 0.5786, 0.2031, -0.0804, -1.0373, 0.0233, -0.9696, 0.3480, -0.3695, -0.0074, 0.3443, -0.4765, -0.1946, 0.3847, 0.3442, 0.2395, 0.3112, 0.2829, 0.3940, -0.0010, 0.1790, 0.1999, 0.2450, -0.0956, -0.9878, -0.0885, 0.7882, -0.7928, 0.8855, -0.7151, -1.1968, -0.5696, 0.9242, -0.7466, -0.1816, -0.5780, -0.0059, -0.2481, 0.5030, -0.0731, 0.4455, 0.5554, 0.4132, 0.3268, 0.3833, 0.4222, 0.3175], "homo_energy_ev": -10.21, "mol_weight_g_mol": 778.09, "e_lumo_ha": -0.0818, "e_tot_ev": -54833.321, "charge": 1}